Entry 1:
The following is a quantum chemistry calculation of a 10-piece molecular cluster, C29H60O10S overall at a distorted geometry, from OMol25.

Structure (XYZ):
```
100
Properties=species:S:1:pos:R:3:mulliken_charge:R:1
C 12.279 12.821 -2.743 -0.871
S 11.837 11.511 -1.560 0.511
O 11.744 12.030 -0.160 -0.583
C 10.141 11.367 -2.197 -1.107
H 13.143 13.424 -2.488 0.050
H 11.398 13.433 -2.952 0.387
H 12.455 12.394 -3.737 0.468
H 9.640 12.327 -2.295 0.315
H 9.584 10.683 -1.563 0.366
H 10.277 10.942 -3.195 0.394
C 15.744 15.946 -2.757 -1.062
C 14.594 16.835 -3.144 0.841
O 14.733 17.767 -3.895 -0.593
C 13.283 16.657 -2.402 -0.353
H 15.568 14.998 -3.280 0.423
H 15.652 15.713 -1.694 0.101
H 16.724 16.340 -3.001 0.306
H 12.943 15.633 -2.346 -0.041
H 12.598 17.315 -2.942 0.411
H 13.385 17.196 -1.459 0.017
C 13.400 18.587 5.681 -0.217
C 13.348 18.234 7.147 0.444
O 12.431 18.636 7.824 -0.577
C 14.400 17.315 7.722 -0.626
H 14.055 19.412 5.397 0.370
H 12.392 18.574 5.281 0.099
H 13.963 17.770 5.207 -0.113
H 15.101 17.027 6.943 0.009
H 13.872 16.441 8.104 0.263
H 14.911 17.804 8.549 0.346
C 19.021 19.688 -1.378 -1.190
C 17.825 19.617 -0.466 0.695
O 17.333 20.618 -0.008 -0.536
C 17.397 18.215 -0.082 -0.273
H 19.278 18.726 -1.816 0.324
H 19.977 20.010 -0.952 0.293
H 18.803 20.482 -2.099 0.336
H 18.162 17.477 -0.299 0.365
H 16.508 17.911 -0.642 -0.180
H 17.137 18.233 0.978 0.117
C 11.763 19.700 1.918 -0.367
C 12.712 20.786 1.451 0.513
O 12.340 21.673 0.717 -0.580
C 14.197 20.565 1.720 -0.558
H 10.782 20.002 1.569 0.322
H 11.903 19.632 2.998 0.155
H 12.157 18.795 1.444 0.003
H 14.707 21.524 1.732 0.364
H 14.563 19.947 0.897 0.023
H 14.410 20.024 2.643 0.133
C 18.713 15.453 5.814 -1.293
C 18.059 15.691 4.474 0.756
O 17.060 15.114 4.137 -0.313
C 18.793 16.583 3.488 -1.220
H 19.155 16.399 6.145 0.413
H 19.560 14.769 5.828 0.337
H 17.941 15.145 6.518 0.284
H 18.566 17.647 3.482 0.296
H 18.666 16.183 2.481 0.272
H 19.866 16.472 3.676 0.427
C 10.455 16.561 3.094 -0.036
C 9.980 15.325 3.820 0.554
O 10.732 14.647 4.479 -0.553
C 8.487 15.187 4.018 -1.242
H 10.594 17.333 3.852 0.178
H 9.794 16.856 2.287 0.432
H 11.446 16.324 2.708 -0.377
H 7.944 15.906 3.405 0.332
H 8.296 15.481 5.057 0.301
H 8.005 14.211 3.973 0.346
C 17.112 11.126 0.338 -1.011
C 15.901 10.650 -0.444 0.893
O 15.843 10.775 -1.641 -0.574
C 14.805 10.020 0.368 -0.780
H 16.865 11.971 0.994 0.139
H 17.890 11.549 -0.295 0.334
H 17.490 10.357 1.011 0.349
H 15.087 9.871 1.408 0.286
H 14.587 9.042 -0.073 0.317
H 13.856 10.552 0.282 0.071
C 13.298 14.090 1.994 0.267
C 13.625 15.437 1.410 0.806
O 12.859 16.047 0.695 -0.523
C 14.829 16.116 1.995 0.139
H 13.130 13.265 1.296 -0.104
H 12.304 14.201 2.436 -0.206
H 14.038 13.795 2.733 0.049
H 14.650 16.796 2.827 -0.271
H 15.256 16.741 1.201 -0.369
H 15.606 15.405 2.263 0.312
C 14.735 11.288 7.650 -1.185
C 15.657 12.344 7.090 0.743
O 16.327 13.056 7.788 -0.541
C 15.676 12.468 5.587 -0.593
H 14.996 11.087 8.688 0.354
H 14.725 10.386 7.040 0.344
H 13.703 11.651 7.623 0.272
H 16.236 11.739 5.003 0.409
H 16.136 13.435 5.365 -0.015
H 14.671 12.576 5.170 0.258
```

Values from the calculation:
Maximum force: 1.96 eV/A
Energy: -62353.542 eV
HOMO: -9.251 eV
LUMO energy: 0.18 eV

Entry 2:
The following is a quantum chemistry calculation of a 2-piece molecular cluster, C29H61ClN4O2P overall at a distorted geometry, from OMol25.

Structure (XYZ):
```
98
Properties=species:S:1:pos:R:3:mulliken_charge:R:1
C -0.821 -1.472 4.658 -0.724
C -1.048 -2.093 3.324 -0.441
C 0.042 -2.359 2.147 0.187
C 1.599 -2.013 2.496 -0.687
N 2.413 -1.668 1.279 0.432
C 2.011 -0.455 0.479 -0.829
C 2.477 -0.830 -1.086 -0.386
C 4.005 -1.405 -1.220 -0.393
C 4.889 -0.335 -2.156 -0.473
N 5.061 -0.797 -3.586 -0.681
C 2.912 0.885 0.843 -1.061
C 3.450 0.986 2.383 0.312
C 5.003 0.395 2.577 -0.783
Cl 3.644 2.841 2.715 -0.178
C 0.353 -0.123 0.550 0.129
C -0.231 0.514 -0.829 0.170
C 0.375 1.893 -1.399 -0.747
C -0.284 3.294 -0.877 -0.010
N -1.489 3.677 -1.763 -0.737
O 0.305 0.743 1.731 0.925
C -0.942 1.334 2.083 0.049
C -0.714 2.702 3.019 0.775
C -0.903 2.323 4.628 -1.048
C -1.935 3.728 2.646 -1.142
C -1.715 5.282 3.121 0.498
C -2.514 6.311 2.093 -1.129
C -0.157 5.788 3.163 -1.098
C -0.289 -1.608 0.699 -0.472
P -2.094 -1.975 0.293 0.124
C -3.339 -0.622 0.944 -0.860
C -2.435 -1.878 -1.636 -0.526
C -1.348 -2.742 -2.510 -0.211
H 0.239 -1.673 5.161 0.238
H -1.664 -0.873 5.245 0.296
H -2.157 -2.492 3.131 0.501
H 0.001 -3.526 1.896 0.422
H 1.638 -1.249 3.378 0.103
H 2.070 -3.022 2.930 0.328
H 3.427 -1.676 1.594 0.606
H 2.333 -2.530 0.655 0.634
H 1.770 -1.660 -1.568 0.187
H 2.420 0.087 -1.812 0.047
H 4.020 -2.455 -1.784 0.357
H 4.602 -1.499 -0.222 0.105
H 5.983 -0.310 -1.684 0.379
H 4.478 0.768 -2.043 0.266
H 4.358 -0.250 -4.141 0.260
H 6.016 -0.425 -3.867 0.295
H 3.888 0.988 0.162 0.164
H 2.334 1.911 0.649 0.318
H 2.711 0.623 3.210 0.063
H 5.579 1.055 3.363 0.391
H 4.907 -0.717 2.961 0.264
H 5.592 0.403 1.542 0.154
H -1.404 0.678 -0.681 0.003
H -0.167 -0.284 -1.715 -0.046
H 1.547 2.024 -1.356 0.047
H 0.145 1.880 -2.575 0.433
H -0.505 3.371 0.263 -0.291
H 0.524 4.143 -1.109 0.344
H -1.783 4.618 -1.360 0.262
H -1.071 3.952 -2.703 0.313
H -1.681 1.659 1.242 -0.053
H -1.544 0.596 2.792 -0.439
H 0.361 3.079 2.753 -0.090
H 0.096 2.003 5.143 0.207
H -1.670 1.441 4.804 0.174
H -1.380 3.279 5.159 0.335
H -2.892 3.333 3.240 0.310
H -2.248 3.746 1.516 0.268
H -2.201 5.444 4.193 0.412
H -2.854 5.795 1.088 0.258
H -3.506 6.749 2.576 0.276
H -1.850 7.238 1.768 0.290
H 0.241 5.620 4.271 0.230
H 0.553 5.223 2.413 0.097
H -0.051 6.963 2.983 0.431
H 0.297 -2.284 -0.099 -0.053
H -4.411 -1.096 0.715 0.468
H -3.299 -0.497 2.108 0.202
H -3.298 0.373 0.334 0.238
H -2.532 -0.751 -1.954 0.251
H -3.506 -2.358 -1.774 0.508
H -0.528 -3.287 -1.876 0.100
H -1.984 -3.519 -3.155 -0.100
H -0.884 -2.002 -3.325 0.218
C -4.525 -6.334 -6.112 -1.373
C -3.533 -5.573 -5.277 0.899
O -3.767 -5.255 -4.114 -0.632
N -2.341 -5.236 -5.847 -0.068
C -1.879 -5.514 -7.186 -0.847
H -5.424 -6.530 -5.521 0.296
H -4.809 -5.744 -6.987 0.354
H -4.099 -7.293 -6.420 0.363
H -1.726 -4.725 -5.223 0.130
H -0.958 -6.098 -7.113 0.290
H -1.662 -4.562 -7.675 0.286
H -2.614 -6.066 -7.774 0.332
```

Values from the calculation:
Net charge: +1
Maximum force: 4.40 eV/A
Energy: -62910.194 eV
HOMO: -10.553 eV
LUMO energy: -2.66 eV

Entry 3:
The following is a quantum chemistry calculation of C29H62AlBF3NO13P as an isolated structure at a distorted geometry, from OMol25.

Structure (XYZ):
```
111
Properties=species:S:1:pos:R:3:mulliken_charge:R:1
C 2.963 -3.279 0.271 -0.368
C 2.589 -4.447 -0.736 -0.471
C 2.873 -4.139 -2.273 -0.637
C 4.206 -3.301 -2.566 -0.299
C 3.779 -1.938 -3.275 -0.128
C 4.881 -0.796 -3.267 -0.884
C 5.139 -0.108 -1.857 -0.725
C 3.833 0.239 -1.026 0.186
C 2.704 1.026 -1.835 0.154
C 1.423 1.153 -0.886 -0.408
Al -0.394 0.880 -1.782 -1.098
C -1.370 -0.602 -0.719 -0.743
C -2.205 -1.618 -1.655 -0.064
C -3.637 -0.990 -1.918 -0.714
P -5.004 -2.305 -2.112 0.824
O -4.337 -3.691 -2.177 -0.776
O -5.735 -2.052 -3.618 -0.347
C -7.156 -1.810 -3.539 -0.295
C -7.483 -0.230 -3.601 -0.862
O -6.032 -2.108 -0.784 -0.350
C -5.998 -3.241 0.111 -0.339
C -4.735 -3.169 1.091 -0.843
C -1.539 2.602 -1.506 -0.540
C -0.828 3.681 -0.569 -0.595
C -1.803 4.919 -0.337 0.727
F -3.063 4.780 -0.904 -0.265
F -1.206 6.054 -0.948 -0.332
F -1.954 5.209 1.025 -0.244
B -0.356 0.539 -3.830 0.789
N 0.759 0.829 -4.795 -0.896
O -1.569 -0.020 -4.431 -0.529
H 4.047 -2.969 0.266 0.135
H 2.264 -2.382 0.174 -0.174
H 2.761 -3.685 1.322 0.375
H 1.457 -4.593 -0.643 0.241
H 3.031 -5.449 -0.410 0.270
H 2.994 -5.156 -2.785 0.352
H 1.984 -3.658 -2.803 0.295
H 4.894 -3.183 -1.681 0.128
H 4.789 -3.900 -3.348 0.344
H 3.594 -2.196 -4.376 0.292
H 2.774 -1.638 -2.858 -0.105
H 4.525 0.011 -3.996 0.302
H 5.874 -1.161 -3.698 0.367
H 5.754 -0.843 -1.230 0.203
H 5.829 0.781 -2.035 0.366
H 4.171 0.870 -0.134 0.460
H 3.372 -0.695 -0.591 -0.472
H 2.535 0.465 -2.798 -0.474
H 3.092 2.077 -2.037 0.192
H 1.539 0.340 -0.083 0.286
H 1.530 2.139 -0.322 0.229
H -2.088 -0.099 0.006 0.337
H -0.603 -1.160 -0.079 0.319
H -1.648 -1.925 -2.587 0.172
H -2.316 -2.572 -1.035 0.276
H -3.698 -0.344 -2.850 0.337
H -3.945 -0.306 -1.057 0.318
H -7.689 -2.337 -2.697 0.275
H -7.601 -2.235 -4.502 0.314
H -8.310 0.077 -2.897 0.248
H -7.867 0.003 -4.653 0.298
H -6.541 0.399 -3.492 0.254
H -6.916 -3.196 0.791 0.331
H -6.067 -4.244 -0.414 0.303
H -4.949 -3.633 2.104 0.381
H -4.566 -2.057 1.295 0.207
H -3.811 -3.640 0.632 0.181
H -1.746 3.071 -2.519 0.360
H -2.556 2.274 -1.097 0.309
H 0.105 4.064 -1.074 0.246
H -0.573 3.182 0.420 0.164
H 1.335 -0.036 -4.803 0.265
H 1.381 1.546 -4.409 0.315
H -1.338 -0.699 -5.094 0.191
C 6.856 -6.110 0.731 -0.524
O 7.846 -5.468 1.534 -0.330
C 7.443 -4.311 2.077 0.802
O 6.360 -3.806 1.939 -0.522
O 8.456 -3.815 2.800 -0.342
C 8.163 -2.574 3.439 -0.603
H 7.291 -7.032 0.345 0.249
H 5.980 -6.363 1.329 0.285
H 6.576 -5.478 -0.114 0.196
H 7.337 -2.689 4.144 0.282
H 7.934 -1.804 2.700 0.286
H 9.050 -2.268 3.993 0.212
C 1.988 2.462 5.512 -0.662
O 1.984 3.183 4.283 -0.326
C 0.951 4.024 4.143 0.847
O 0.070 4.201 4.951 -0.639
O 1.068 4.629 2.958 -0.352
C 0.026 5.565 2.663 -0.639
H 2.866 1.816 5.514 0.221
H 2.060 3.146 6.360 0.291
H 1.098 1.837 5.595 0.307
H 0.019 6.376 3.396 0.434
H -0.935 5.068 2.633 0.321
H 0.228 5.989 1.682 0.175
C -7.239 4.948 3.802 -0.655
O -5.872 4.677 3.508 -0.269
C -5.023 5.004 4.494 0.692
O -5.326 5.488 5.556 -0.561
O -3.785 4.701 4.091 -0.172
C -2.765 4.998 5.048 -0.250
H -7.830 4.644 2.938 0.219
H -7.569 4.371 4.668 0.290
H -7.393 6.016 3.969 0.290
H -2.916 4.422 5.963 0.336
H -2.741 6.068 5.265 0.319
H -1.805 4.711 4.614 -0.147
```

Values from the calculation:
Net charge: -1
Maximum force: 4.18 eV/A
Energy: -83902.932 eV
HOMO: -4.631 eV
LUMO energy: 2.05 eV